79
Properties=species:S:1:pos:R:3:mulliken_spin:R:1 method="wB97M-V/def2-TZVPD" multiplicity=4 homo_lumo_gap_ev="6.3979 / 5.4701" charge=+1 lumo_energy_ev="-3.2 / -4.1" e_homo_ev="-9.61 / -9.57" s2=3.7802
Tc -0.142 -0.486 0.027 1.72
N -0.924 2.573 2.143 0.00
C 0.469 2.961 2.138 0.00
C 1.520 1.861 1.978 0.00
N 1.462 1.214 0.650 -0.03
C 2.744 0.604 0.278 0.00
C 2.658 0.119 -1.151 0.01
N 1.675 -0.985 -1.207 -0.02
H -1.194 2.079 1.303 -0.01
H -1.154 1.988 2.934 0.00
H 0.686 3.479 3.074 0.00
H 0.611 3.691 1.334 0.00
H 1.409 1.091 2.746 0.00
H 2.507 2.322 2.109 0.00
H 1.293 1.957 -0.026 0.00
H 2.934 -0.234 0.953 0.00
H 3.574 1.308 0.386 0.00
H 3.639 -0.193 -1.514 0.00
H 2.299 0.917 -1.801 0.00
H 2.072 -1.793 -0.732 0.00
H 1.523 -1.259 -2.171 0.00
C -1.282 -5.489 5.661 0.00
C -0.825 -4.092 6.064 0.00
C 0.244 -4.084 7.145 0.00
C 1.520 -4.740 6.637 0.00
C 1.956 -4.113 5.340 0.00
C 3.270 -4.159 4.942 0.00
C 3.666 -3.585 3.734 0.00
F 4.954 -3.666 3.386 0.00
C 2.785 -2.946 2.914 0.01
C 1.438 -2.870 3.299 -0.01
C 0.485 -2.172 2.461 -0.02
O 0.873 -1.700 1.338 -0.02
C -0.840 -2.074 2.932 0.02
C -1.177 -2.708 4.106 0.01
N -0.316 -3.373 4.868 0.01
C 1.022 -3.457 4.505 0.00
C -1.922 -1.278 2.245 0.03
O -3.089 -1.608 2.415 0.00
O -1.536 -0.257 1.555 0.00
H -1.583 -6.051 6.545 0.00
H -0.487 -6.037 5.155 0.00
H -2.137 -5.434 4.987 0.00
H -1.684 -3.520 6.414 0.00
H -0.137 -4.602 8.024 0.00
H 0.452 -3.052 7.434 0.00
H 1.359 -5.810 6.484 0.00
H 2.317 -4.648 7.374 0.00
H 4.014 -4.644 5.562 0.00
H 3.115 -2.509 1.984 0.00
H -2.204 -2.666 4.447 0.00
C -4.357 -2.003 -2.830 0.02
N -4.534 -1.886 -1.310 0.00
C -4.510 -3.293 -0.708 0.00
N -3.333 -4.002 -1.089 0.00
C -3.201 -4.054 -2.543 0.00
N -3.166 -2.724 -3.127 0.00
C -1.955 -1.972 -2.803 -0.01
P -1.785 -1.715 -0.984 -0.04
C -3.471 -1.020 -0.707 -0.03
C -2.123 -3.463 -0.459 0.00
H -4.329 -0.988 -3.234 -0.01
H -5.232 -2.535 -3.204 0.00
H -5.441 -1.459 -1.111 0.00
H -5.399 -3.803 -1.079 0.00
H -4.563 -3.173 0.374 0.00
H -4.045 -4.606 -2.957 0.00
H -2.281 -4.579 -2.795 0.00
H -1.994 -1.006 -3.305 0.01
H -1.075 -2.492 -3.191 0.00
H -3.521 -0.031 -1.176 0.01
H -3.659 -0.908 0.361 0.00
H -2.238 -3.501 0.627 -0.01
H -1.266 -4.087 -0.721 0.01
Se -4.403 1.964 -2.735 0.27
Sb -2.105 2.175 -3.417 -0.04
Se -0.702 0.961 -1.638 0.30
Se -0.907 4.186 -3.797 -0.01
Se -2.208 0.649 -5.356 0.86

=====

72
Properties=species:S:1:pos:R:3:mulliken_charge:R:1 method="wB97M-V/def2-TZVPD" homo_lumo_gap_ev=8.7663 charge=+1 lumo_energy_ev=-2.4 e_homo_ev=-11.15
Pt -1.411 0.445 -0.015 0.38
C -3.120 -1.280 0.280 -1.29
C -4.367 -0.449 0.617 0.38
C -5.122 -0.027 -0.645 -1.38
C -3.940 0.722 1.445 0.46
C -4.499 1.389 2.534 -1.30
C -3.524 2.286 2.940 -0.10
N -2.462 2.179 2.129 0.09
N -2.738 1.241 1.208 0.39
B -0.977 2.568 2.425 -0.16
N -0.325 2.944 1.066 0.24
C 0.327 4.072 0.767 -0.68
C 0.660 4.057 -0.571 -0.83
C 0.166 2.848 -1.064 0.35
N -0.405 2.184 -0.052 -0.43
C 0.172 2.382 -2.489 1.06
C -0.580 3.388 -3.366 -1.74
C 1.604 2.177 -2.982 -1.41
N -0.259 1.387 3.070 0.43
C 0.561 1.393 4.140 -0.61
C 1.101 0.136 4.274 -0.94
C 0.550 -0.598 3.205 0.05
N -0.265 0.163 2.491 -0.06
C 0.766 -2.038 2.841 1.09
C 2.256 -2.334 2.668 -1.64
C 0.142 -2.972 3.878 -1.60
H -3.365 -2.230 -0.198 0.51
H -2.506 -1.507 1.151 0.33
H -2.578 -0.818 -0.631 0.18
H -5.019 -1.071 1.233 0.53
H -4.491 0.607 -1.272 0.25
H -6.017 0.537 -0.388 0.41
H -5.424 -0.899 -1.226 0.39
H -5.466 1.231 2.979 0.48
H -3.509 2.981 3.762 0.50
H -0.938 3.527 3.139 -0.10
H 0.500 4.812 1.530 0.49
H 1.175 4.823 -1.124 0.55
H -0.363 1.434 -2.538 -0.02
H -0.088 4.361 -3.350 0.32
H -1.604 3.521 -3.017 0.39
H -0.611 3.041 -4.399 0.46
H 2.164 3.113 -2.951 0.34
H 1.606 1.825 -4.015 0.44
H 2.140 1.456 -2.361 0.26
H 0.694 2.286 4.728 0.47
H 1.782 -0.203 5.036 0.50
H 0.260 -2.191 1.881 0.01
H 2.784 -2.197 3.613 0.39
H 2.713 -1.660 1.939 0.35
H 2.417 -3.366 2.348 0.43
H 0.609 -2.827 4.854 0.32
H 0.276 -4.016 3.593 0.45
H -0.926 -2.778 3.989 0.38
N -0.026 -0.520 -1.104 -0.58
C 0.885 -1.009 -1.616 0.61
N 1.883 -1.624 -2.180 0.09
C 2.924 -2.246 -1.334 -0.15
C 3.436 -3.508 -2.008 -0.89
C 3.891 -3.220 -3.437 -0.63
C 2.755 -2.601 -4.247 -0.88
C 2.242 -1.334 -3.584 -0.63
H 2.485 -2.457 -0.361 0.12
H 3.736 -1.525 -1.196 0.29
H 2.642 -4.259 -2.015 0.32
H 4.258 -3.908 -1.412 0.37
H 4.233 -4.139 -3.913 0.34
H 4.744 -2.535 -3.419 0.32
H 1.932 -3.315 -4.341 0.35
H 3.087 -2.354 -5.256 0.36
H 1.357 -0.946 -4.085 0.48
H 3.012 -0.556 -3.593 0.36

=====

| no. | E (eV) |
| --- | --- |
| 1 | -324186.6292 |
| 2 | -41345.7385 |